The following is a DFT calculation (ωB97M-V/def2-TZVPD) of a molecular structure, C32H42AuBN8OPS5.

```
91
Properties=species:S:1:pos:R:3:forces:R:3
Au -0.032093 -0.954890 0.524168 0.360 -0.417 -0.038
C 0.956794 -4.294855 -0.370470 -0.010 0.010 -0.013
N 0.425989 -4.449416 0.972371 -0.029 0.035 0.037
C 1.000714 -5.208047 1.959635 0.005 0.008 -0.005
C 0.271448 -5.003168 3.082635 -0.006 -0.006 -0.027
N -0.737288 -4.124346 2.783947 0.070 0.024 0.032
B -1.779321 -3.693525 3.864995 -0.015 -0.015 -0.025
N -2.196956 -2.181056 3.730099 0.068 0.050 0.138
C -3.429501 -1.799942 4.180410 -0.037 0.015 -0.027
C -3.494943 -0.444502 4.155549 -0.041 -0.013 -0.062
N -2.296711 -0.005038 3.668857 0.044 -0.007 0.060
C -1.900415 1.392813 3.593275 -0.013 -0.007 -0.017
C -1.508133 -1.077589 3.418237 -0.085 0.050 -0.112
S 0.127373 -0.948109 2.834267 0.120 0.048 0.055
C -0.630761 -3.789482 1.497747 -0.035 -0.086 -0.006
S -1.649805 -2.667147 0.646288 -0.070 0.106 -0.019
H 1.541623 -5.178777 -0.611153 -0.006 0.005 -0.007
H 1.591696 -3.409473 -0.425371 0.013 0.012 -0.008
H 0.131596 -4.198736 -1.070922 -0.005 0.013 -0.013
H 1.865874 -5.819633 1.776794 0.001 0.005 0.000
H 0.382569 -5.409890 4.071059 0.000 0.006 0.001
H -2.787533 -4.334917 3.744487 -0.008 -0.004 -0.011
H -1.248057 -3.841408 4.933015 -0.009 -0.023 -0.006
H -4.160707 -2.527571 4.482334 0.007 0.001 0.010
H -4.282324 0.232994 4.433838 0.002 0.002 0.006
H -2.792083 1.995638 3.435002 0.034 -0.018 0.025
H -1.200156 1.525133 2.774645 0.000 0.021 -0.031
H -1.418388 1.691548 4.522566 0.025 0.011 0.002
C -4.112027 2.141342 -1.966880 0.015 -0.004 0.004
N -2.807665 2.076230 -2.626194 -0.038 -0.011 0.010
C -2.179230 3.397336 -2.557829 0.012 0.004 -0.021
N -2.066062 3.922993 -1.201920 -0.020 0.039 0.023
C -3.393946 3.939953 -0.596174 0.008 -0.023 -0.009
N -4.052865 2.633513 -0.592646 -0.005 0.021 0.012
C -3.363874 1.697335 0.291282 -0.007 -0.017 0.007
P -1.597969 1.370334 -0.209267 -0.034 0.137 -0.105
C -1.955450 1.065843 -2.011695 0.019 0.021 -0.053
C -1.114656 3.159500 -0.399054 0.034 -0.025 0.020
H -4.566971 1.148640 -1.973887 0.001 -0.001 0.000
H -4.748502 2.817448 -2.540434 0.001 0.000 0.003
H -2.786808 4.090630 -3.142467 -0.002 0.001 0.002
H -1.183705 3.343365 -3.004121 -0.005 -0.001 0.013
H -4.019537 4.631579 -1.163576 0.003 -0.002 0.000
H -3.316519 4.305661 0.429605 0.001 0.002 0.002
H -3.912889 0.751987 0.322612 -0.006 0.001 0.005
H -3.366476 2.112927 1.303608 -0.028 -0.059 -0.065
H -2.414538 0.078564 -2.125011 -0.030 0.025 0.024
H -0.997459 1.047804 -2.537920 -0.026 -0.015 0.025
H -0.121151 3.219268 -0.848143 -0.023 -0.014 0.004
H -1.042859 3.608193 0.594318 0.019 0.015 0.034
O 1.936381 -0.388447 0.314766 -0.160 0.138 0.112
C 2.673975 0.777398 0.591093 -0.018 0.043 -0.086
C 2.366291 1.862951 -0.433845 0.094 -0.011 0.007
C 2.639969 3.198599 -0.404963 -0.011 0.006 0.023
C 2.387397 3.849079 -1.645343 -0.016 0.013 0.020
C 1.942912 2.988080 -2.598666 0.024 -0.013 -0.014
S 1.840244 1.386460 -1.999832 -0.065 0.007 -0.002
C 4.126670 0.359081 0.376783 -0.010 -0.054 -0.046
C 5.274344 1.000253 0.727321 -0.007 0.019 -0.019
C 6.440417 0.336054 0.255381 0.004 0.000 -0.001
C 6.145422 -0.791161 -0.445487 -0.002 -0.009 0.006
S 4.457716 -1.062110 -0.530562 0.000 0.002 0.016
C 2.506991 1.281564 2.010443 -0.065 -0.073 -0.005
C 3.137958 0.796755 3.116849 -0.004 -0.031 0.029
C 2.700728 1.403465 4.324101 -0.006 -0.026 0.011
C 1.739778 2.341903 4.110458 -0.091 -0.018 -0.006
S 1.364061 2.492506 2.449265 0.062 0.063 -0.047
H 3.038428 3.703399 0.462914 -0.015 0.003 0.006
H 2.531457 4.906377 -1.813079 -0.004 0.001 0.001
H 1.671191 3.213318 -3.617969 0.009 -0.009 -0.007
H 5.289869 1.916799 1.300592 -0.001 0.000 -0.003
H 7.447612 0.681581 0.436657 -0.002 0.002 -0.001
H 6.832734 -1.487269 -0.898524 0.000 0.003 0.001
H 3.896723 0.029246 3.062186 0.000 0.014 0.006
H 3.097700 1.165753 5.300408 -0.002 0.004 -0.008
H 1.259340 2.978375 4.836951 0.005 -0.006 0.000
C -1.490241 -1.864529 -4.587488 -0.012 -0.006 -0.003
C -0.014845 -1.765287 -4.173697 0.004 0.015 -0.017
C 0.674970 -0.598613 -4.892763 0.011 0.016 0.029
C 0.724570 -3.083313 -4.440208 0.005 -0.005 0.000
C 0.021720 -1.509341 -2.724942 -0.004 -0.025 0.013
N 0.025888 -1.311939 -1.599421 0.004 0.012 0.116
H -1.536890 -2.062487 -5.658342 0.001 -0.002 0.002
H -2.021395 -0.933531 -4.386922 0.014 0.006 -0.015
H -1.994000 -2.677409 -4.064059 0.001 -0.001 -0.001
H 0.627191 -0.780943 -5.966335 -0.001 0.001 0.002
H 1.721064 -0.513963 -4.599829 0.004 0.003 0.007
H 0.172188 0.346435 -4.682734 -0.004 -0.004 -0.006
H 0.742319 -3.260500 -5.515446 -0.012 -0.001 0.001
H 0.217976 -3.923568 -3.964591 0.007 0.002 0.010
H 1.753843 -3.038088 -4.083618 -0.004 0.003 -0.004
```
Forces are in eV/Å.

Summary:
energy above the lowest of the compared OMol25 structures with the same formula, charge and spin: 43.1 kcal per mole
frontier orbital gap: 6.021 eV
HOMO energy: -10.31 eV
charge: +1
LUMO energy: -4.29 eV

And the Mulliken charges, in e, turn out to be: 3.33 -0.93 0.17 -0.53 -0.55 0.10 0.89 0.18 -0.76 -0.48 0.34 -0.58 -0.19 -0.24 -0.14 -0.38 0.40 0.15 0.43 0.47 0.50 -0.16 -0.18 0.49 0.51 0.40 -0.22 0.35 -1.00 0.20 -0.97 0.19 -1.04 0.15 -1.26 1.76 -0.76 -0.67 0.39 0.33 0.31 0.32 0.32 0.39 0.42 0.33 0.50 -0.31 -0.33 0.53 -1.37 2.13 -0.39 -0.42 -1.21 -0.49 0.23 -0.62 -0.45 -0.80 -0.56 -0.14 -0.89 -0.48 -0.95 -0.50 0.10 0.62 0.45 0.56 0.53 0.44 0.49 0.64 0.45 0.60 -1.57 2.32 -1.56 -1.76 -0.53 -0.52 0.45 0.32 0.37 0.50 0.36 0.27 0.46 0.40 0.37